# 1
Entry from the OMol25 dataset: a structure of composition C43H58HfN7O5SSb (ωB97M-V/def2-TZVPD).

Net charge: +2
Frontier orbital gap (eV): 6.005
Electronic energy (a.u.): -3118.96479
ΔE to the lowest compared entry with this formula, charge and spin (kJ/mol): 39.6

Last column: Löwdin charge in e.
Positions of all 116 atoms, in Å:
Hf -0.87462 -0.37803 0.40734  1.81
C -0.02105 -5.01239 -2.06062  0.03
C -0.07674 -3.59008 -1.65033  -0.15
N -0.06488 -3.23646 -0.42081  0.03
N 0.03133 -3.94267 0.73656  0.17
C -0.23403 -3.18531 1.78606  -0.37
O -0.71523 -1.97424 1.73678  -0.19
C 0.01951 -3.74903 3.12261  -0.16
C -0.31383 -2.99635 4.24939  -0.02
C -0.02208 -3.48079 5.51294  -0.06
C 0.60172 -4.71381 5.65406  -0.05
C 0.92155 -5.47185 4.53455  -0.05
C 0.63378 -4.99336 3.26861  -0.02
C -0.19250 -2.44069 -2.60453  -0.18
C -0.25628 -2.73710 -3.95090  0.03
C -0.45793 -1.71300 -4.87236  0.00
C -0.57470 -0.42943 -4.39710  -0.01
C -0.45444 -0.20287 -3.02730  -0.13
N -0.27210 -1.16187 -2.12743  0.06
H 0.14323 -5.64095 -1.18952  0.09
H 0.78362 -5.17110 -2.77845  0.11
H -0.96142 -5.30053 -2.53425  0.11
H -0.80615 -2.04152 4.12530  0.11
H -0.28447 -2.90329 6.38887  0.11
H 0.83628 -5.08836 6.64144  0.12
H 1.39544 -6.43657 4.65146  0.11
H 0.87271 -5.57829 2.39176  0.11
H -0.16356 -3.75957 -4.28416  0.12
H -0.52204 -1.92911 -5.92972  0.13
H -0.75198 0.40641 -5.05896  0.12
H -0.48670 0.80715 -2.64532  0.07
O -2.33943 -1.78756 -0.59377  -0.39
S -3.60230 -1.16148 -0.08512  0.66
O -4.22092 -0.27767 -1.04599  -0.26
N -2.96976 -0.41000 1.16474  -0.23
C -3.71831 0.60022 1.80693  -0.25
C -5.07790 0.67712 1.92204  0.01
C -5.66492 1.76151 2.61630  -0.04
C -4.89622 2.73374 3.18779  -0.01
C -3.48511 2.66900 3.07981  -0.14
C -2.60712 3.62697 3.63565  0.03
C -1.26095 3.47846 3.46673  -0.01
C -0.77827 2.38887 2.71445  -0.10
N -1.56177 1.48742 2.16415  0.06
C -2.90463 1.60601 2.36987  -0.19
C -4.71826 -2.40463 0.37013  -0.31
C -5.89457 -2.56000 -0.35327  -0.04
C -6.78148 -3.54831 0.04648  -0.04
C -6.48692 -4.34314 1.14483  -0.04
C -5.30529 -4.17008 1.85868  -0.04
C -4.40658 -3.19141 1.47726  -0.04
H -5.71879 -0.08278 1.49488  0.11
H -6.74204 1.80499 2.69656  0.12
H -5.34834 3.55546 3.72673  0.13
H -3.01251 4.46530 4.18831  0.13
H -0.55780 4.18619 3.88164  0.12
H 0.28236 2.26764 2.55005  0.10
H -6.10524 -1.91844 -1.19700  0.12
H -7.70367 -3.69435 -0.49822  0.12
H -7.19201 -5.10138 1.45778  0.12
H -5.09168 -4.79544 2.71423  0.12
H -3.48787 -3.02423 2.02614  0.12
C -1.98399 2.71791 -0.56422  -0.03
O -1.82918 1.28932 -0.81794  -0.25
H -2.84484 2.88098 0.07939  0.10
H -2.11682 3.22275 -1.51746  0.10
H -1.07297 3.06198 -0.08564  0.08
H -2.69886 0.95368 -1.12721  0.07
N 2.14977 -0.62861 2.61246  0.23
C 1.50301 -0.45561 1.45589  -0.73
N 1.56684 -1.17757 0.37093  0.07
O 0.64760 0.54099 1.37301  -0.29
H 2.79790 -1.38572 2.74208  0.13
H 1.95404 -0.02358 3.39019  0.13
H 2.18614 -1.97605 0.48729  0.09
H -0.01186 -2.23615 -0.32687  0.02
C 0.71423 3.98771 -2.60321  -0.15
C 2.04645 3.32156 -2.95615  -0.70
C 1.85249 2.56530 -4.27080  -0.12
C 3.11706 4.39026 -3.15594  -0.10
Sb 2.39304 1.86079 -1.33187  1.60
C 3.44232 3.08625 0.17349  -0.70
C 3.55610 2.26570 1.45717  -0.13
C 2.55042 4.29194 0.47257  -0.13
C 4.84073 3.54254 -0.23745  -0.10
C 3.98313 0.56987 -2.13192  -0.70
C 4.73133 -0.08941 -0.97327  -0.12
C 5.00244 1.28298 -3.01869  -0.10
C 3.25594 -0.51308 -2.93398  -0.14
H 0.47419 4.75667 -3.34564  0.10
H 0.72542 4.47071 -1.62534  0.06
H -0.10074 3.25845 -2.61456  0.04
H 1.48769 3.25978 -5.03591  0.10
H 1.11664 1.76313 -4.17877  0.04
H 2.77347 2.13018 -4.65268  0.06
H 2.81574 5.04386 -3.98236  0.09
H 4.08389 3.96257 -3.41911  0.07
H 3.24864 5.02735 -2.28335  0.06
H 2.57158 2.03193 1.86133  0.04
H 4.09303 2.85177 2.21141  0.10
H 4.10427 1.33437 1.31718  0.06
H 1.52888 3.98448 0.72271  0.06
H 2.49798 4.99965 -0.35300  0.06
H 2.95098 4.83419 1.33616  0.09
H 5.54245 2.71061 -0.27746  0.07
H 5.21994 4.24126 0.51692  0.10
H 4.86516 4.05637 -1.19539  0.06
H 5.36221 0.61702 -0.43625  0.06
H 5.38853 -0.87118 -1.36969  0.09
H 4.05606 -0.55812 -0.25493  0.05
H 5.52737 2.07516 -2.48701  0.07
H 4.56234 1.70930 -3.91724  0.06
H 5.75627 0.55794 -3.34585  0.09
H 2.53391 -1.04601 -2.30886  0.04
H 3.98042 -1.24238 -3.31364  0.09
H 2.72710 -0.09878 -3.79527  0.06

Cartesian forces, eV/Å:
-0.4138 1.2080 1.1380
-0.0173 -0.0182 0.0436
-0.0492 0.2420 -0.0055
-0.1529 -0.2278 0.1081
0.0655 0.1109 -0.1698
-0.2544 -0.0516 0.1788
0.1057 -0.3205 -0.5552
0.0215 0.0458 -0.0409
-0.0198 -0.0326 -0.0021
-0.0180 -0.0076 -0.0169
0.0006 -0.0029 0.0144
-0.0044 0.0039 -0.0139
-0.0444 -0.0360 0.0067
0.0231 -0.0811 0.1457
0.0263 0.1112 -0.0401
0.0112 -0.0757 0.0484
0.0371 0.0604 0.0559
0.2121 0.0640 -0.0362
-0.3362 -0.5701 0.0553
-0.0085 0.0049 -0.0014
0.0034 -0.0002 -0.0047
0.0029 0.0001 -0.0197
0.0189 0.0244 0.0110
0.0056 0.0076 0.0009
-0.0116 -0.0079 0.0053
0.0092 -0.0021 -0.0017
0.0397 0.0125 -0.0004
-0.0093 -0.0064 -0.0116
-0.0211 -0.0070 -0.0047
0.0418 0.0118 -0.0006
-0.0355 0.0024 -0.0120
-0.2878 0.1201 -0.0578
0.1421 -0.0021 -0.1342
-0.0189 0.0010 0.0249
-0.5513 -0.3062 -0.5888
0.2065 0.0128 0.0434
-0.0658 0.0202 0.0688
0.0621 -0.0228 -0.0109
0.0096 -0.0480 0.0088
-0.0392 0.0613 0.0486
-0.0492 0.0021 -0.0035
0.0282 -0.0934 -0.0700
-0.0399 0.1320 0.0532
-0.1331 -0.1991 -0.2489
0.0398 0.0100 0.0563
-0.0999 -0.0562 0.1563
0.0221 -0.0466 0.0410
0.0164 0.0246 -0.0434
-0.0179 -0.0139 0.0295
0.0177 -0.0157 0.0023
-0.0191 0.0106 -0.0720
-0.0052 -0.0073 0.0021
-0.0091 0.0059 -0.0051
-0.0053 0.0036 0.0055
0.0009 0.0004 0.0115
0.0097 -0.0070 0.0052
0.0076 0.0421 -0.0220
-0.0078 0.0103 -0.0093
-0.0090 0.0093 0.0023
0.0082 -0.0193 -0.0084
-0.0021 0.0055 0.0124
0.0045 0.0023 0.0157
0.1176 0.0563 -0.0860
-0.1129 -0.2190 -0.0148
0.0087 -0.0034 0.0116
-0.0005 -0.0046 0.0089
0.0139 -0.0100 -0.0309
0.0088 0.0181 -0.0951
0.0822 -0.0532 -0.0251
0.4076 0.4466 -0.4871
-0.0454 -0.0684 0.3029
0.5576 -0.2773 0.7078
-0.0050 0.0013 0.0058
0.0387 0.0550 -0.0225
-0.1640 -0.1679 -0.2028
0.6316 -0.1225 -0.0278
0.0061 0.0495 -0.0900
0.0552 -0.0426 0.0462
-0.0346 0.0520 -0.0371
-0.0424 0.0039 -0.0683
0.0191 0.2534 -0.1538
-0.0138 -0.0267 -0.0908
0.0244 0.0465 0.0246
0.0446 0.0216 0.0284
-0.0295 0.0811 0.0712
0.0195 0.0767 -0.0455
-0.0242 -0.0506 -0.0176
0.0302 -0.0824 0.0198
0.0588 -0.0278 0.0095
-0.0015 -0.0095 -0.0133
-0.0025 0.0115 0.0181
-0.0023 -0.0195 0.0182
-0.0219 -0.0002 0.0004
-0.0137 -0.0057 0.0096
0.0157 -0.0112 0.0159
0.0048 -0.0029 -0.0140
0.0176 -0.0104 0.0209
-0.0008 -0.0100 0.0126
-0.0496 -0.0160 0.0147
0.0023 -0.0022 0.0040
0.0058 -0.0263 0.0006
-0.0065 0.0048 0.0087
0.0024 -0.0064 -0.0123
-0.0014 0.0025 0.0055
0.0042 -0.0148 -0.0255
0.0131 -0.0038 0.0056
-0.0140 0.0016 -0.0068
0.0058 0.0130 0.0049
0.0063 -0.0007 0.0012
-0.0365 -0.0191 0.0010
-0.0018 0.0150 0.0040
-0.0202 0.0135 0.0020
0.0080 -0.0022 -0.0058
0.0033 -0.0110 0.0084
0.0066 0.0052 -0.0081
-0.0182 0.0004 -0.0004

=====

# 2
Entry from the OMol25 dataset: a structure of composition C43H61ClNO2P3PdSi (ωB97M-V/def2-TZVPD).

<S²>: 6.06
Net charge: +2
Frontier orbital gap (alpha / beta) (eV): 6.757 / 5.496
Electronic energy (a.u.): -3781.41687
Spin multiplicity: 5

Last column: Löwdin spin population.
Positions of all 113 atoms, in Å:
Pd -0.45634 0.24433 0.05332  1.24
C 2.04066 1.32516 3.74767  0.00
C 0.69614 0.72401 4.13602  0.05
C 0.86883 -0.18595 5.35119  0.01
P -0.15017 -0.14546 2.67779  0.19
C -1.63206 -0.83736 3.60426  0.03
C -2.40062 0.39184 4.11098  0.00
C -2.59498 -1.71807 2.81182  0.00
C 1.08262 -1.43754 2.30343  0.34
C 1.04728 -2.75422 3.02655  0.07
C 2.40905 -3.36311 3.16093  0.21
C 3.34900 -3.12437 2.22203  0.01
C 3.11302 -2.17054 1.19990  0.30
C 2.05500 -1.25593 1.30806  0.12
Si 1.91609 0.10483 -0.02220  0.33
C 2.59726 1.77536 0.54808  0.05
C 3.94119 1.86166 0.90690  0.01
C 4.48833 3.06141 1.33321  0.01
C 3.69189 4.19380 1.40442  0.00
C 2.35061 4.12030 1.06452  0.01
C 1.79041 2.91645 0.63718  0.02
P 0.02380 2.80683 0.20109  0.25
C -0.95744 4.07404 1.17299  0.05
C -0.75172 3.78446 2.66121  0.00
C -0.83561 5.56628 0.86133  0.02
C -0.00113 3.28205 -1.59598  0.02
C 0.90414 4.45432 -1.96688  0.01
C -1.44747 3.50254 -2.04187  0.00
C 2.65134 -0.32354 -1.70568  0.04
C 4.04046 -0.45392 -1.81153  0.01
C 4.63795 -0.79654 -3.01156  0.00
C 3.84718 -1.00948 -4.13133  0.00
C 2.47410 -0.85429 -4.04737  0.00
C 1.85595 -0.50968 -2.84368  0.01
P 0.01895 -0.35319 -2.78382  0.15
C -0.34146 0.57158 -4.39044  0.04
C -1.83166 0.91381 -4.51520  0.00
C 0.51439 1.82368 -4.60097  0.00
C -0.39599 -2.09345 -3.37374  0.02
C -1.91230 -2.34986 -3.48168  0.00
C 0.29734 -3.14580 -2.51196  0.00
H 2.47510 1.83112 4.61123  0.00
H 1.93234 2.05434 2.95308  0.00
H 2.74564 0.55777 3.42520  0.00
H 0.03003 1.54590 4.40485  0.00
H 1.50662 -1.04176 5.12326  0.00
H -0.07683 -0.53487 5.76395  0.00
H 1.36847 0.38635 6.13402  0.00
H -1.26851 -1.41073 4.45799  0.01
H -2.65896 1.05065 3.27648  0.00
H -1.83795 0.96098 4.84960  0.00
H -3.32895 0.07176 4.58314  0.00
H -2.87179 -1.24777 1.87125  0.00
H -3.50562 -1.85621 3.39702  0.00
H -2.20141 -2.70655 2.60702  0.00
H 0.55936 -2.67872 3.99530  0.01
H 2.55611 -4.07928 3.95776  0.01
H 4.29800 -3.64369 2.25116  0.00
H 3.81115 -2.09356 0.37593  0.02
H 4.56435 0.97508 0.87781  0.00
H 5.53141 3.10802 1.61754  0.00
H 4.11131 5.13637 1.73010  0.00
H 1.74570 5.01157 1.12787  0.00
H -1.98503 3.79295 0.91887  0.00
H 0.25386 4.06044 2.98225  0.00
H -0.90478 2.72336 2.86698  0.00
H -1.46434 4.35537 3.25725  0.00
H -1.59315 6.08468 1.45221  0.00
H -1.02725 5.79676 -0.18370  0.00
H 0.12634 5.98829 1.14164  0.00
H 0.38678 2.38058 -2.08050  0.00
H 0.57110 5.38805 -1.51530  0.00
H 0.88177 4.58926 -3.05017  0.00
H 1.93815 4.27835 -1.67709  0.00
H -1.89260 4.36202 -1.54021  0.00
H -2.05851 2.62171 -1.83295  0.00
H -1.48938 3.70001 -3.11345  0.00
H 4.66762 -0.27593 -0.94567  0.00
H 5.71377 -0.89393 -3.07517  0.00
H 4.29928 -1.29281 -5.07248  0.00
H 1.88449 -1.01332 -4.94119  0.00
H -0.09306 -0.14553 -5.17589  0.01
H -2.22874 1.31796 -3.58206  0.00
H -2.42793 0.04721 -4.79529  0.00
H -1.97118 1.66732 -5.29171  0.00
H 0.10615 2.67895 -4.06292  0.00
H 0.50941 2.07860 -5.66166  0.00
H 1.55186 1.68377 -4.30025  0.00
H 0.03983 -2.14422 -4.37363  0.00
H -2.50919 -1.45799 -3.28939  0.00
H -2.23001 -3.11582 -2.77256  0.00
H -2.17120 -2.70508 -4.47825  0.00
H 0.00675 -3.03124 -1.47238  0.00
H 1.38231 -3.06424 -2.57533  0.00
H 0.01745 -4.14511 -2.85147  0.00
Cl -4.92602 -2.73145 -1.19258  0.00
C -4.38423 -1.17788 -0.70769  0.01
C -5.28106 -0.18839 -0.33260  0.00
C -4.77772 1.04433 0.05432  0.01
C -3.41030 1.24363 0.06016  0.01
N -2.55494 0.28584 -0.30239  0.12
C -3.02542 -0.90388 -0.68097  0.02
H -6.34609 -0.37731 -0.34130  0.00
H -5.44162 1.84474 0.34790  0.00
H -2.98633 2.18914 0.36431  0.00
H -2.30207 -1.66332 -0.94134  0.01
C -0.96992 -5.10679 0.83389  0.01
C -0.55482 -3.74003 1.30424  0.01
O 0.24622 -3.83884 2.35250  0.06
O -0.95781 -2.71109 0.79208  0.04
H -1.12528 -5.76623 1.68509  0.00
H -0.16063 -5.52391 0.23213  0.00
H -1.87194 -5.04336 0.23150  0.00

Cartesian forces, eV/Å:
-1.0390 0.3407 0.9253
-0.0563 0.0012 0.0369
0.1102 0.1471 -0.2825
-0.1064 0.0182 0.0085
0.0086 -0.2647 0.4766
-0.1388 0.0190 -0.3658
0.1276 -0.0016 0.1102
-0.0828 -0.0573 0.2136
-0.2131 -0.3322 -0.2920
-0.0696 -0.0129 -0.0908
-0.1850 -0.0561 -0.0887
0.0855 -0.0156 0.1456
0.0771 -0.1496 -0.1277
-0.6119 0.3952 -0.1754
1.5216 0.1880 -0.4610
-0.3761 -0.3103 -0.1060
-0.0118 0.0005 -0.0192
0.0720 -0.0715 0.0197
-0.0332 0.0436 0.0211
-0.0302 0.0108 -0.0093
-0.0861 -0.0335 0.1562
0.2894 0.1785 -0.5616
0.0767 -0.4196 0.0616
-0.0402 -0.0227 -0.0615
-0.0112 -0.0092 -0.0745
-0.1702 0.0625 0.3098
-0.0019 -0.0147 0.0124
0.0562 -0.0694 0.0743
-0.0985 -0.0301 0.5328
0.0194 0.0033 -0.0914
0.0811 0.0056 0.0527
-0.0500 0.0071 -0.0188
0.0153 -0.0022 -0.0428
-0.0780 0.1152 0.1406
0.2465 -0.4996 -0.6247
-0.0517 0.1765 0.2750
0.0048 -0.1087 -0.0262
-0.0269 -0.0348 0.0030
-0.0723 0.1015 0.2995
0.0435 0.0481 0.0111
0.0900 0.0516 -0.1697
-0.0194 -0.0220 0.0217
0.0670 0.0741 -0.0317
0.0202 -0.0106 -0.0153
0.0212 -0.0457 -0.0419
0.0083 0.0100 0.0285
0.0915 -0.0255 0.0330
0.0130 -0.0106 0.0057
0.0739 0.0441 -0.0561
-0.0405 0.0336 0.0342
-0.1059 0.0439 -0.0299
0.0008 -0.0154 -0.0126
-0.0369 -0.0494 -0.0734
-0.0059 0.0921 0.0565
-0.1003 0.1708 0.0818
-0.0269 0.0570 -0.0224
0.0438 -0.0315 -0.0322
-0.0120 -0.0168 -0.0096
0.0100 -0.0236 0.0173
0.0499 0.0412 0.0231
-0.0028 0.0215 -0.0112
0.0027 -0.0085 0.0086
0.0472 -0.0060 0.0054
0.0128 0.0091 0.0157
0.0002 -0.0248 0.0104
0.0001 0.0501 0.0655
0.0001 0.0099 -0.0034
0.0074 0.0104 -0.0012
0.0204 0.0206 0.0175
-0.0199 0.0031 -0.0103
0.0024 0.0181 0.0597
0.0341 -0.0049 -0.0149
-0.0116 0.0103 0.0050
0.0218 0.0069 -0.0088
-0.0201 0.0046 -0.0040
-0.0344 0.0678 -0.0587
-0.0279 -0.0143 0.0157
0.0430 -0.0283 -0.0356
-0.0090 -0.0153 -0.0040
0.0058 0.0250 -0.0040
-0.0131 0.0205 -0.0068
0.0506 -0.0209 0.0246
-0.0217 -0.0003 -0.0556
-0.0186 0.0336 0.0245
-0.0063 -0.0006 -0.0081
0.0426 -0.0832 -0.1115
-0.0127 0.0204 0.0029
0.0347 0.0381 -0.0075
0.0084 0.0849 -0.0172
-0.0427 -0.0458 -0.0498
0.0193 0.0081 0.0137
-0.0365 -0.0208 0.0092
-0.0921 -0.0885 0.2647
-0.0018 -0.0311 0.0194
-0.0318 0.0177 0.0413
0.0313 -0.0162 0.0078
-0.0169 0.1463 0.0669
0.0378 0.0058 -0.0152
0.0382 -0.0598 -0.0299
-0.0928 0.1249 0.0725
-0.1210 -0.0649 -0.1647
-0.0508 -0.1455 -0.0946
0.0070 -0.0327 -0.0234
0.0127 0.0073 0.0158
0.0217 -0.0393 -0.0006
-0.0122 -0.0285 0.0273
0.0386 0.0070 0.0671
-0.3597 0.0534 -0.4488
0.4335 0.1502 0.3012
0.7011 0.0750 -0.1051
0.0150 -0.0271 -0.0255
-0.0017 -0.0214 -0.0047
0.0319 0.0648 -0.0106